No. 1
# C10H11NS

A single C10H11NS molecule (ωB97M-V/def2-TZVPD, the Open Molecules 2025 dataset).

Each line ends with the Mulliken charge.
Cartesian coordinates (Å):
C: 1.32327 1.82421 0.27556  -0.4375
C: 2.40577 0.89284 0.33114  -0.5874
C: 0.03856 1.34266 0.20633  1.0300
C: 2.06376 -0.40490 0.04771  0.5363
C: -0.15542 -0.05749 0.09401  -0.0207
C: -1.16079 2.12965 0.04122  -0.9309
C: -2.29140 1.44766 0.07147  -0.5314
C: -2.00504 -1.34527 -1.26828  -0.8230
C: -3.01297 -1.33419 1.08798  -1.0266
C: 3.14211 -1.40543 -0.27672  -1.1979
N: 0.83363 -0.81028 -0.17062  -0.3439
S: -1.96690 -0.47750 0.11002  0.6051
H: 1.39980 2.91925 0.25924  0.3599
H: 3.53761 1.12377 0.41325  0.2924
H: -1.10718 3.19442 0.01964  0.3977
H: -3.36838 1.74009 -0.08472  0.3878
H: -2.86507 -1.91840 -1.62423  0.2946
H: -1.20569 -0.89765 -1.88248  0.3028
H: -2.41434 -2.16226 1.36475  0.3066
H: -3.13033 -0.81688 1.98353  0.3745
H: 2.47106 -2.16974 -0.75259  0.3527
H: 3.94254 -1.01712 -0.90440  0.3842
H: 3.52538 -1.79743 0.65819  0.2746

The calculation puts the energy relative to the best compared isomer or geometry (same formula, charge and spin) at 554.0 kJ/mol. The HOMO-LUMO gap comes out at 7.398 eV. The calculation puts the strongest force on any atom at 3.2 eV/A. As for the structure (SMILES): C=S1(=C)C=Cc2ccc(C)nc21.

---

No. 2
# C7H8

A single C7H8 molecule (ωB97M-V/def2-TZVPD, the Open Molecules 2025 dataset).

Each line ends with the Mulliken charge.
Cartesian coordinates (Å):
C: -2.06396 -0.75942 0.49624  -0.6461
C: -1.55765 -0.36552 -0.86894  -0.3559
C: 1.94867 -1.70394 -0.18657  0.2201
C: 0.53185 0.41103 0.55224  0.8019
C: -0.81466 -0.01832 0.13407  -0.2900
C: 1.31444 -0.74739 0.15208  -1.0071
C: 0.98824 1.67290 -0.18228  -1.3810
H: -2.88743 -0.21578 0.95244  0.2010
H: -2.01028 -1.80162 0.79932  0.2184
H: -1.80168 -0.39735 -1.90347  0.3931
H: 2.46678 -2.56709 -0.48853  0.4649
H: 0.59165 0.55172 1.63819  0.3561
H: 0.90492 1.52419 -1.25777  0.3095
H: 2.02385 1.89719 0.06229  0.3701
H: 0.36527 2.51940 0.10065  0.3451

The calculation puts the energy relative to the best compared isomer or geometry (same formula, charge and spin) at 451.3 kJ/mol. The HOMO-LUMO gap comes out at 10.044 eV. The calculation puts the strongest force on any atom at 1.3 eV/A. As for the structure (SMILES): C#C[C@@H](C)C1=CC1.

---

No. 3
# H41O20

A molecular structure, H41O20 (ωB97M-V/def2-TZVPD, the Open Molecules 2025 dataset).

Each line ends with the Mulliken charge.
Cartesian coordinates (Å):
O: -4.69458 -3.72727 -0.70888  -0.6121
H: 3.69019 -0.11468 1.92263  0.3182
O: 4.59224 0.07986 -3.88914  -0.5926
H: 5.04858 0.71478 -3.36194  0.3066
H: 3.70141 0.40585 -4.10135  0.2915
O: 0.68176 4.96076 2.61538  -0.6747
H: 0.62602 4.18495 2.06659  0.3071
H: 1.41691 5.35013 2.12617  0.3477
O: -1.49121 2.31769 0.25308  -0.5108
H: -1.47540 3.23842 0.03456  0.3190
H: -0.51718 -1.54924 0.03844  0.3177
O: 1.93100 -0.81172 -4.81007  -0.6058
H: 2.97031 -1.24411 -0.11326  0.3102
H: -0.83170 2.13801 0.96884  0.3104
O: 3.77457 -1.16290 -0.61710  -0.5875
H: -1.16116 -3.34564 0.65590  0.2689
H: 4.21334 -1.66335 -1.27881  0.2790
O: -0.95855 -2.80371 1.43789  -0.5296
H: -0.01073 -0.25286 -0.57786  0.2669
H: -0.96423 5.48448 1.29311  0.3677
O: 1.47738 -3.02322 2.67522  -0.6528
H: 1.65828 -2.06742 2.85846  0.3299
H: 1.80571 -3.29289 1.79648  0.2990
O: -2.70567 -0.04285 2.12833  -0.6977
H: -2.32812 -0.83314 1.71607  0.2901
H: 2.69545 -0.56913 -5.43830  0.3283
O: 1.57361 0.91583 3.89847  -0.5156
H: 0.75628 0.80989 4.32660  0.2666
H: 2.32437 0.74315 4.46676  0.2611
O: 0.43170 -5.15686 -0.06676  -0.6298
H: 0.34964 -5.66184 0.73887  0.3294
H: -0.33085 -3.44735 1.83958  0.2294
O: 1.43555 0.50389 -1.86418  -0.6559
H: 1.87324 0.61664 -2.72080  0.1723
H: 1.80381 -0.31632 -1.54408  0.2457
O: -1.21817 0.88582 -5.34709  -0.6140
H: -0.21281 0.94180 -5.47538  0.3242
H: -1.38641 0.58672 -4.43434  0.2851
O: 2.72544 -0.19828 1.84146  -0.4801
H: -3.58592 0.72183 0.81014  0.4622
H: 2.59435 0.65765 1.45456  0.1918
O: -0.68222 -0.61882 -0.08694  -0.3212
H: 1.39105 -5.24610 -0.20324  0.3075
H: -4.21453 -3.21539 -0.06834  0.3035
O: -4.34327 0.75607 -2.10183  -0.6087
H: -3.48645 0.51857 -2.47881  0.3504
H: -5.03955 1.21177 -2.60738  0.3458
O: -0.94598 -1.68429 4.29319  -0.5202
H: -0.66773 -2.55462 4.02353  0.2475
H: -1.33348 -1.93276 5.12520  0.2786
O: -0.59573 5.25315 0.41540  -0.6130
H: -4.94145 -3.13254 -1.42180  0.3129
H: -1.21394 5.90076 0.02460  0.2668
O: 1.61889 2.59656 -0.02129  -0.5307
H: 1.72370 1.63900 0.09312  0.2942
H: 1.40252 2.72822 -0.93730  0.2607
O: -3.77681 1.46865 0.19804  -0.5466
H: -4.16228 1.12857 -0.76143  0.4936
H: -2.69072 1.81154 0.13738  0.4395
H: 2.29945 -1.56552 -4.30798  0.3061
H: -2.61989 -0.03624 3.07163  0.2662

The calculation puts the energy relative to the best compared isomer or geometry (same formula, charge and spin) at 334.3 kJ/mol. The HOMO-LUMO gap comes out at 10.522 eV. The calculation puts the strongest force on any atom at 3.3 eV/A. The charge is +1.

---

No. 4
# C2H8FN2PS

2 unconnected molecules or ions with the total composition C2H8FN2PS (ωB97M-V/def2-TZVPD, the Open Molecules 2025 dataset).

Each line ends with the Mulliken charge.
Cartesian coordinates (Å):
C: 1.61538 -0.84870 -1.13309  -1.4472
C: 0.51172 -0.98880 -0.25890  0.1265
N: -2.14065 1.00667 1.33881  -0.5205
N: -0.52201 -0.02623 -0.57291  -0.3816
F: -0.93382 2.31760 -0.39174  -0.2966
P: -0.64938 1.15771 0.66483  0.4234
S: 1.32511 0.79416 2.70687  -0.2364
H: 1.92374 0.13200 -1.10394  0.3795
H: 2.37522 -1.52435 -1.08572  0.4106
H: 1.23166 -0.82897 -2.19607  0.3299
H: 0.00503 -1.97453 -0.50360  0.1545
H: 0.70973 -0.87259 0.88208  0.2189
H: -2.95897 0.72944 0.83328  0.2697
H: -2.21805 0.44085 2.20509  0.3017
H: -0.27471 0.48574 -1.38499  0.2676

The calculation puts the energy relative to the best compared isomer or geometry (same formula, charge and spin) at 361.4 kJ/mol. The HOMO-LUMO gap (alpha / beta) comes out at 7.036 / 7.089 eV. The calculation puts the strongest force on any atom at 5.1 eV/A.

---

No. 5
# C37H37Cl4N3O4Pd

A molecular structure, C37H37Cl4N3O4Pd (ωB97M-V/def2-TZVPD, the Open Molecules 2025 dataset).

Each line ends with the Mulliken charge.
Cartesian coordinates (Å):
Pd: -0.03539 -0.38895 -0.26362  0.1173
C: -3.86205 2.07808 -0.43850  -1.7555
C: -2.57966 1.89347 0.38292  2.6439
C: -1.98138 3.25289 0.74711  -2.0139
C: -2.87733 1.02204 1.58473  0.0664
C: -3.29684 1.56704 2.78701  -0.6081
C: -3.59503 0.75751 3.86625  -1.3029
C: -3.43480 -0.61389 3.76385  -0.4956
C: -2.99939 -1.20098 2.58878  0.6052
C: -2.77460 -2.69196 2.46454  1.2125
C: -3.40126 -3.51559 3.58887  -2.1266
C: -1.27635 -3.00882 2.40131  -0.7450
C: -2.73490 -0.37635 1.47241  -0.2768
N: -2.25169 -0.90376 0.28530  1.7773
C: -2.94130 -1.65843 -0.54722  -0.6826
O: -4.14129 -1.96892 -0.46943  -0.8449
C: -2.10343 -2.16870 -1.69245  -0.0162
C: -2.58769 -3.14016 -2.56179  -0.6847
C: -1.76200 -3.61315 -3.57079  -0.4936
C: -0.47941 -3.10206 -3.67562  -0.9586
C: -0.07375 -2.11457 -2.78613  0.3466
N: -0.87889 -1.65858 -1.82540  0.4960
C: 1.27427 -1.45831 -2.91845  -0.7233
O: 1.95009 -1.63477 -3.94541  -0.7927
N: 1.60927 -0.76186 -1.84526  1.4394
C: 2.68616 0.11239 -1.83473  -0.1482
C: 3.82593 -0.14777 -1.04985  0.7245
C: 4.83996 0.79523 -1.00854  -1.0915
C: 4.76237 1.97664 -1.72139  -1.5292
C: 3.64655 2.22477 -2.49962  -0.2201
C: 2.60843 1.31257 -2.57106  1.1119
C: 1.39812 1.61995 -3.42157  0.9745
C: 0.69824 2.89038 -2.93864  -1.5359
C: 1.80041 1.68450 -4.89603  -1.8265
C: 3.99607 -1.42559 -0.25627  0.3422
C: 2.96823 -1.54471 0.87120  -0.6971
C: 3.95233 -2.65744 -1.16441  -1.5196
H: -3.66323 2.66047 -1.33942  0.4252
H: -4.61439 2.60189 0.15774  0.3338
H: -4.27220 1.11249 -0.73036  0.3813
H: -1.82995 1.35742 -0.24150  -0.9908
H: -2.73556 3.93660 1.13998  0.4934
H: -1.54081 3.70888 -0.13755  0.3899
H: -1.19428 3.12786 1.48703  0.3585
H: -3.40112 2.63846 2.89053  0.3017
H: -3.93162 1.19728 4.79677  0.3282
H: -3.65795 -1.21972 4.62943  0.2539
H: -3.23759 -3.00968 1.52351  0.2326
H: -2.89071 -3.33508 4.53249  0.3622
H: -3.30707 -4.57591 3.35647  0.4935
H: -4.45720 -3.28344 3.70604  0.4369
H: -0.79564 -2.74895 3.34308  0.2683
H: -0.78935 -2.43319 1.61065  -0.3224
H: -1.12933 -4.07349 2.21126  0.5020
H: -3.59690 -3.49782 -2.42766  0.5227
H: -2.10970 -4.36590 -4.26614  0.3926
H: 0.21866 -3.42323 -4.43284  0.5235
H: 5.71056 0.60262 -0.39362  0.3303
H: 5.56239 2.70346 -1.65888  0.3132
H: 3.58639 3.15106 -3.05687  0.3189
H: 0.67645 0.80477 -3.30998  -0.2684
H: 1.32203 3.77383 -3.07026  0.3286
H: 0.47679 2.77220 -1.87879  0.1293
H: -0.23518 3.03767 -3.48403  0.4110
H: 2.53750 2.46773 -5.06586  0.3179
H: 0.93355 1.88051 -5.52714  0.4461
H: 2.23136 0.72846 -5.18693  0.4060
H: 4.99491 -1.39280 0.20438  0.5565
H: 1.93964 -1.57218 0.46872  -0.2821
H: 3.04392 -0.69101 1.54370  0.1833
H: 3.13898 -2.45383 1.44878  0.5489
H: 2.93994 -2.82309 -1.51995  0.1310
H: 4.28339 -3.54445 -0.62105  0.5014
H: 4.59759 -2.51665 -2.03038  0.3632
Cl: 2.83558 4.56726 3.83562  -0.2794
C: 1.93427 3.20043 3.27648  0.3628
C: 1.28835 2.38221 4.18712  0.2648
Cl: 1.33230 2.74887 5.87617  -0.2828
C: 0.63300 1.23879 3.73998  0.2312
Cl: -0.11063 0.16383 4.87448  -0.2229
C: 0.61244 0.87131 2.38722  -0.3092
O: 0.18341 -0.25511 1.98315  -0.3730
C: 1.13570 1.82742 1.41215  -1.4616
O: 0.91886 1.63388 0.17129  0.4790
C: 1.85837 2.91820 1.91369  0.6489
Cl: 2.62612 3.96753 0.76919  -0.2483

As for the spin multiplicity: 3. The HOMO-LUMO gap (alpha / beta) comes out at 5.998 / 5.361 eV. The calculation puts the strongest force on any atom at 1.7 eV/A. The charge is -2. Its expectation value of S² is 2.009.